1.
{
  "formula": "C34H45InN7OS3",
  "method": "ωB97M-V/def2-TZVPD",
  "symbols": ["In", "C", "C", "C", "C", "N", "C", "N", "C", "N", "C", "N", "C", "C", "C", "C", "C", "N", "C", "C", "C", "C", "C", "C", "H", "H", "H", "H", "H", "H", "H", "H", "H", "H", "H", "H", "C", "C", "S", "C", "C", "S", "C", "C", "S", "H", "H", "H", "H", "H", "H", "H", "H", "H", "H", "H", "H", "C", "C", "C", "C", "H", "H", "H", "H", "H", "H", "H", "H", "H", "C", "N", "C", "C", "C", "N", "C", "C", "O", "H", "H", "H", "H", "H", "H", "H", "H", "H", "H", "H", "H"],
  "coordinates": [[0.59, 0.32, 0.07], [-0.90, 1.54, 4.18], [-1.36, 0.36, 4.77], [-1.12, -0.83, 4.14], [-0.42, -0.86, 2.91], [-0.08, 0.30, 2.31], [-0.27, 1.45, 2.96], [-0.10, -2.09, 2.45], [0.80, -2.33, 1.56], [1.54, -1.43, 0.87], [2.46, -2.07, 0.10], [3.29, -1.57, -0.75], [3.55, -0.24, -0.88], [4.46, 0.09, -1.90], [4.95, 1.37, -1.99], [4.53, 2.31, -1.04], [3.58, 1.92, -0.12], [3.07, 0.70, -0.04], [2.36, -3.51, 0.36], [3.14, -4.57, -0.04], [2.80, -5.84, 0.44], [1.70, -6.01, 1.26], [0.92, -4.94, 1.68], [1.29, -3.68, 1.24], [-1.03, 2.48, 4.68], [-1.88, 0.39, 5.72], [-1.42, -1.78, 4.57], [0.11, 2.33, 2.45], [4.77, -0.69, -2.58], [5.65, 1.65, -2.76], [4.92, 3.31, -1.03], [3.19, 2.62, 0.61], [3.99, -4.42, -0.69], [3.41, -6.69, 0.17], [1.45, -7.01, 1.59], [0.07, -5.07, 2.33], [0.51, 6.09, 2.29], [1.43, 5.71, 1.15], [1.05, 4.08, 0.41], [0.26, 4.51, -1.18], [-1.26, 4.52, -1.11], [-1.90, 3.09, -0.17], [-2.75, 3.92, 1.21], [-1.87, 4.58, 2.26], [-1.24, 6.25, 1.79], [0.79, 7.08, 2.66], [0.57, 5.38, 3.11], [2.45, 5.63, 1.52], [1.39, 6.44, 0.35], [0.60, 3.74, -1.87], [0.64, 5.48, -1.49], [-1.68, 4.46, -2.12], [-1.63, 5.41, -0.62], [-3.30, 3.10, 1.68], [-3.46, 4.62, 0.79], [-0.99, 3.98, 2.48], [-2.45, 4.73, 3.17], [-1.60, 0.32, -2.84], [-0.40, 1.24, -2.99], [0.08, 1.26, -4.45], [0.76, 0.79, -2.16], [-2.40, 0.59, -3.53], [-1.97, 0.38, -1.82], [-1.30, -0.71, -3.04], [-0.70, 2.25, -2.71], [0.38, 0.27, -4.77], [0.92, 1.93, -4.58], [-0.73, 1.60, -5.10], [1.59, 1.48, -2.17], [1.09, -0.20, -2.46], [0.00, -3.55, -2.05], [-1.20, -3.61, -1.24], [-1.97, -4.83, -1.40], [-2.94, -4.99, -0.24], [-3.75, -3.71, -0.13], [-2.85, -2.58, 0.02], [-3.40, -1.43, 0.71], [-1.64, -2.53, -0.57], [-0.93, -1.50, -0.49], [0.69, -4.36, -1.76], [0.51, -2.60, -1.89], [-0.25, -3.66, -3.10], [-1.27, -5.67, -1.44], [-2.52, -4.80, -2.35], [-2.38, -5.14, 0.68], [-3.59, -5.85, -0.41], [-4.41, -3.74, 0.74], [-4.37, -3.57, -1.02], [-3.66, -1.70, 1.73], [-4.29, -1.08, 0.19], [-2.66, -0.64, 0.72]],
  "gap_ha": 0.2644,
  "e_homo_ev": -10.39,
  "max_force_ev_per_a": 1.67,
  "charge": 1,
  "e_above_lowest_kcal_mol": 13.6,
  "spin_multiplicity": 1
}


2.
{
  "formula": "C30H20Cl5N4NiO3S",
  "method": "ωB97M-V/def2-TZVPD",
  "symbols": ["Ni", "C", "C", "C", "C", "C", "C", "C", "S", "O", "O", "N", "C", "C", "C", "C", "C", "N", "H", "H", "H", "H", "H", "H", "H", "H", "H", "H", "H", "C", "C", "C", "C", "C", "C", "N", "N", "C", "C", "C", "C", "C", "C", "H", "H", "H", "H", "H", "H", "H", "H", "H", "Cl", "C", "C", "Cl", "C", "Cl", "C", "O", "C", "Cl", "C", "Cl"],
  "coordinates": [[0.67, -0.66, 1.73], [-4.08, -3.28, -1.57], [-2.59, -3.12, -1.39], [-1.99, -1.87, -1.53], [-0.62, -1.71, -1.35], [0.15, -2.82, -1.02], [-0.43, -4.07, -0.87], [-1.79, -4.21, -1.06], [1.90, -2.62, -0.77], [2.36, -3.83, -0.11], [2.53, -2.30, -2.03], [1.85, -1.39, 0.23], [2.88, -0.53, 0.51], [4.15, -0.44, -0.07], [5.00, 0.53, 0.42], [4.60, 1.38, 1.45], [3.33, 1.23, 1.95], [2.49, 0.30, 1.51], [-4.55, -2.33, -1.79], [-4.54, -3.70, -0.68], [-4.29, -3.96, -2.40], [-2.60, -1.01, -1.77], [-0.17, -0.74, -1.46], [0.20, -4.91, -0.59], [-2.25, -5.19, -0.94], [4.43, -1.10, -0.88], [5.99, 0.64, -0.01], [5.25, 2.16, 1.82], [2.95, 1.87, 2.74], [1.17, -1.84, 4.18], [0.63, -2.31, 2.89], [-0.67, -1.89, 2.78], [-1.60, 0.20, 4.13], [-1.08, -1.20, 4.07], [0.22, -1.20, 4.87], [-3.30, 0.85, 0.22], [-3.72, 1.01, -0.89], [-3.14, 1.88, -1.91], [-4.04, 2.43, -2.80], [-3.60, 3.33, -3.76], [-2.25, 3.66, -3.81], [-1.34, 3.09, -2.94], [-1.77, 2.17, -1.98], [2.19, -1.99, 4.50], [1.14, -3.02, 2.25], [-1.39, -2.23, 2.04], [-1.80, -1.83, 4.62], [0.31, -0.72, 5.83], [-5.08, 2.16, -2.72], [-4.30, 3.78, -4.45], [-1.90, 4.37, -4.54], [-0.29, 3.34, -3.00], [3.49, 4.82, 0.93], [2.22, 3.76, 0.38], [1.03, 3.61, 1.08], [0.91, 4.39, 2.67], [-0.05, 2.87, 0.64], [-1.40, 0.93, 2.63], [0.18, 2.22, -0.56], [-0.91, 1.49, -1.14], [1.39, 2.20, -1.24], [1.63, 1.16, -2.61], [2.42, 3.03, -0.79], [3.89, 3.15, -1.68]],
  "gap_ha": [0.2505, 0.2501],
  "e_homo_ev": [-4.83, -4.84],
  "max_force_ev_per_a": 2.28,
  "charge": -1,
  "s_squared": 2.0264,
  "e_above_lowest_kcal_mol": 40.8,
  "spin_multiplicity": 3
}


3.
{
  "formula": "C4H5NO",
  "method": "ωB97M-V/def2-TZVPD",
  "symbols": ["C", "C", "N", "C", "C", "O", "H", "H", "H", "H", "H"],
  "coordinates": [[0.92, -0.67, 0.60], [-1.18, -0.12, -0.52], [0.03, -0.89, -0.49], [0.83, 0.28, -1.11], [1.45, 0.52, 0.18], [-1.77, 0.30, 0.65], [-1.09, 0.70, 1.21], [1.21, -1.45, 1.30], [-1.94, -0.60, -1.14], [-0.74, 0.81, -1.17], [2.28, 1.13, 0.49]],
  "gap_ha": 0.3116,
  "e_homo_ev": -8.82,
  "max_force_ev_per_a": 1.58,
  "e_above_lowest_kcal_mol": 145.3,
  "spin_multiplicity": 1
}


4.
{
  "formula": "C4H16O3S",
  "method": "ωB97M-V/def2-TZVPD",
  "symbols": ["C", "C", "C", "C", "S", "H", "H", "H", "H", "H", "H", "H", "H", "H", "H", "O", "H", "H", "O", "H", "H", "O", "H", "H"],
  "coordinates": [[0.24, -2.15, -1.42], [-0.66, -0.99, -0.81], [0.33, -0.02, 0.02], [-0.52, 0.62, 1.03], [0.26, 1.72, 2.24], [-0.38, -2.86, -1.96], [1.03, -1.81, -2.23], [0.84, -2.65, -0.60], [-1.47, -1.40, -0.14], [-1.00, -0.36, -1.63], [0.87, 0.77, -0.56], [1.15, -0.75, 0.37], [-1.06, -0.15, 1.61], [-1.08, 1.16, 0.26], [1.43, 1.07, 2.35], [-1.25, -3.00, 3.09], [-1.25, -3.59, 2.32], [-0.44, -2.60, 3.34], [1.62, 3.36, -0.70], [2.14, 2.76, -0.21], [0.85, 3.55, -0.03], [-0.81, 2.30, -1.84], [-0.84, 2.23, -2.80], [-0.01, 2.80, -1.71]],
  "gap_ha": 0.3618,
  "e_homo_ev": -9.28,
  "max_force_ev_per_a": 3.84,
  "smiles": "CCCCS.O.O.O",
  "e_above_lowest_kcal_mol": 29.6,
  "spin_multiplicity": 1
}


5.
{
  "formula": "C3H9O2P2",
  "method": "ωB97M-V/def2-TZVPD",
  "symbols": ["C", "C", "C", "O", "O", "P", "P", "H", "H", "H", "H", "H", "H", "H", "H", "H"],
  "coordinates": [[1.34, -0.69, 0.30], [0.56, 1.67, -0.38], [0.42, 0.46, 0.46], [-3.22, 1.32, -1.15], [-4.32, 1.12, 1.13], [-3.68, -1.59, -0.25], [-3.31, 0.61, 0.16], [1.27, -1.37, 1.15], [1.14, -1.27, -0.61], [2.38, -0.33, 0.23], [0.12, 2.54, 0.12], [0.03, 1.57, -1.34], [1.61, 1.88, -0.60], [-0.55, 0.29, 0.91], [-3.33, -1.92, 1.05], [-2.38, -1.73, -0.70]],
  "gap_ha": [0.1511, 0.1203],
  "e_homo_ev": [-1.75, -1.26],
  "max_force_ev_per_a": 1.64,
  "charge": -1,
  "e_above_lowest_kcal_mol": 95.3,
  "spin_multiplicity": 1
}


6.
{
  "formula": "C33H29BBr2F6O2S",
  "method": "ωB97M-V/def2-TZVPD",
  "symbols": ["C", "C", "C", "C", "C", "B", "C", "C", "C", "C", "F", "F", "F", "C", "C", "C", "F", "F", "F", "C", "O", "C", "C", "C", "C", "C", "O", "S", "H", "H", "H", "H", "H", "H", "H", "H", "H", "H", "H", "H", "H", "H", "H", "H", "H", "H", "Br", "C", "C", "C", "C", "C", "C", "C", "C", "C", "C", "C", "Br", "C", "C", "C", "C", "H", "H", "H", "H", "H", "H", "H", "H", "H", "H", "H"],
  "coordinates": [[5.38, 1.11, -1.85], [4.25, 0.99, -0.88], [2.92, 1.26, -1.35], [1.79, 1.14, -0.59], [1.86, 0.49, 0.77], [1.82, 5.05, 2.83], [1.74, -1.05, 0.57], [2.35, -1.88, 1.50], [1.85, -3.16, 1.71], [2.36, -3.96, 2.88], [2.68, -5.24, 2.53], [3.46, -3.39, 3.44], [1.39, -4.03, 3.86], [0.82, -3.67, 0.92], [0.33, -2.88, -0.11], [-0.86, -3.34, -0.92], [-1.88, -2.41, -0.85], [-0.56, -3.48, -2.25], [-1.37, -4.52, -0.49], [0.86, -1.61, -0.35], [3.18, 4.98, 2.78], [3.77, 4.72, 1.48], [3.03, 5.52, 0.38], [3.22, 7.02, 0.61], [3.58, 5.14, -0.98], [1.53, 5.16, 0.46], [1.02, 5.44, 1.80], [4.67, 0.62, 0.68], [4.98, 1.19, -2.86], [5.98, 1.99, -1.63], [6.03, 0.23, -1.79], [2.84, 1.59, -2.38], [0.81, 1.47, -0.93], [3.18, -1.50, 2.09], [0.40, -4.65, 1.11], [0.49, -1.04, -1.20], [4.83, 5.03, 1.55], [3.74, 3.64, 1.27], [2.70, 7.57, -0.18], [2.81, 7.32, 1.58], [4.28, 7.26, 0.57], [3.06, 5.68, -1.78], [4.65, 5.39, -1.05], [3.47, 4.06, -1.16], [0.94, 5.77, -0.23], [1.37, 4.09, 0.22], [1.24, 6.00, 5.05], [1.11, 4.28, 4.10], [2.03, 3.18, 4.34], [1.99, 2.12, 3.48], [0.88, 1.94, 2.59], [0.83, 0.96, 1.53], [-0.47, 0.39, 1.27], [-1.01, -0.47, 2.19], [-2.42, -0.78, 2.16], [-2.91, -1.97, 2.73], [-4.28, -2.21, 2.78], [-5.16, -1.24, 2.25], [-7.03, -1.51, 2.39], [-4.68, -0.09, 1.61], [-3.31, 0.12, 1.53], [-0.27, 2.76, 2.84], [-0.20, 3.86, 3.64], [2.77, 3.30, 5.12], [2.78, 1.36, 3.50], [2.91, 0.74, 1.18], [-0.91, 0.58, 0.30], [-0.37, -0.95, 2.95], [-2.18, -2.68, 3.13], [-4.66, -3.11, 3.23], [-5.37, 0.64, 1.18], [-2.92, 1.01, 1.03], [-1.21, 2.51, 2.35], [-1.07, 4.47, 3.87]],
  "gap_ha": 0.2121,
  "e_homo_ev": -7.20,
  "max_force_ev_per_a": 7.31,
  "e_above_lowest_kcal_mol": 12.0,
  "spin_multiplicity": 1
}


7.
{
  "formula": "C6H34NO11",
  "method": "ωB97M-V/def2-TZVPD",
  "symbols": ["C", "C", "N", "C", "C", "C", "C", "O", "H", "H", "H", "H", "H", "H", "H", "H", "H", "H", "H", "H", "H", "H", "H", "H", "O", "H", "H", "O", "H", "H", "O", "H", "H", "O", "H", "H", "O", "H", "H", "O", "H", "H", "O", "H", "H", "O", "H", "H", "O", "H", "H", "O"],
  "coordinates": [[-2.90, 1.93, -0.26], [-1.87, 0.77, -0.20], [-0.53, 1.31, -0.15], [1.95, 1.42, -2.89], [1.63, 1.62, -1.45], [0.54, 0.65, -0.95], [1.19, -0.52, -0.15], [0.25, -1.48, 0.22], [-2.91, 2.40, -1.24], [-2.83, 2.55, 0.62], [-3.85, 1.39, -0.05], [-2.12, 0.19, 0.72], [-1.99, 0.14, -1.09], [-0.12, 1.48, 0.76], [2.28, 0.37, -3.13], [1.13, 1.42, -3.62], [2.81, 1.97, -3.28], [2.52, 1.45, -0.85], [1.34, 2.64, -1.19], [-0.09, 0.32, -1.80], [1.95, -0.94, -0.81], [1.63, -0.05, 0.73], [-1.68, -3.81, 1.68], [-0.22, -4.13, 1.69], [-1.02, -4.22, 2.27], [-0.80, -0.39, 3.38], [-2.01, -0.22, 4.33], [-1.30, 0.28, 3.90], [-0.53, 3.27, -0.59], [-0.06, 4.67, -1.13], [-0.84, 4.14, -0.93], [-0.08, 2.64, 3.21], [1.18, 1.94, 3.12], [0.85, 2.84, 2.99], [1.96, -0.29, 2.64], [3.37, -0.24, 3.40], [2.74, 0.27, 2.88], [-0.85, -2.61, -2.35], [-0.70, -1.91, -1.01], [-1.41, -2.15, -1.70], [-2.39, 0.71, -3.25], [-2.45, 2.17, -3.01], [-2.65, 1.53, -3.71], [1.68, -2.47, -2.78], [1.28, -3.77, -1.90], [1.09, -3.24, -2.66], [0.01, -2.26, 2.90], [0.45, -1.50, 1.67], [0.53, -1.45, 2.73], [1.79, -3.93, 1.33], [0.88, -2.99, 0.35], [1.16, -3.92, 0.61]],
  "gap_ha": 0.3055,
  "e_homo_ev": -5.52,
  "max_force_ev_per_a": 2.76,
  "charge": -1,
  "e_above_lowest_kcal_mol": 17.5,
  "spin_multiplicity": 1
}


8.
{
  "formula": "C12H32N2O4",
  "method": "ωB97M-V/def2-TZVPD",
  "symbols": ["C", "O", "C", "C", "C", "N", "H", "H", "H", "H", "H", "H", "H", "H", "H", "H", "H", "C", "O", "C", "C", "N", "C", "C", "O", "C", "H", "H", "H", "H", "H", "H", "H", "H", "H", "H", "H", "H", "H", "H", "H", "C", "C", "O", "H", "H", "H", "H", "H", "H"],
  "coordinates": [[-2.88, -3.39, -1.19], [-1.88, -3.71, -0.16], [-1.49, -5.16, -0.07], [-0.38, -5.43, 1.00], [0.77, -4.45, 0.95], [0.06, -6.79, 0.85], [-3.75, -3.97, -0.87], [-2.59, -3.71, -2.19], [-3.21, -2.35, -1.31], [-2.37, -5.70, 0.29], [-1.29, -5.62, -1.04], [-0.84, -5.38, 1.98], [1.56, -4.38, 1.70], [0.43, -3.42, 0.89], [1.40, -4.69, 0.09], [0.86, -6.98, 1.44], [0.35, -6.84, -0.11], [-0.88, 4.53, 0.67], [-0.32, 4.15, -0.60], [0.73, 5.00, -1.14], [1.07, 4.63, -2.59], [1.34, 3.27, -2.64], [1.44, 2.71, -4.05], [1.74, 1.23, -4.25], [2.13, 0.94, -5.55], [3.34, 1.54, -6.03], [-1.39, 3.75, 1.24], [-1.56, 5.38, 0.60], [-0.08, 4.95, 1.29], [1.61, 5.06, -0.50], [0.21, 5.95, -1.28], [1.90, 5.23, -2.95], [0.25, 4.81, -3.29], [0.98, 2.69, -1.89], [2.37, 3.22, -4.31], [0.55, 2.99, -4.63], [0.88, 0.63, -3.94], [2.45, 0.84, -3.52], [3.22, 2.54, -6.43], [3.91, 0.87, -6.68], [3.84, 1.86, -5.11], [-1.34, 0.58, 8.05], [-1.39, -0.06, 6.71], [-2.76, -0.09, 6.28], [-1.95, 0.16, 8.85], [-1.65, 1.63, 7.99], [-0.37, 0.52, 8.53], [-0.88, -1.02, 6.80], [-1.05, 0.70, 6.01], [-3.08, 0.80, 6.10]],
  "gap_ha": 0.3276,
  "e_homo_ev": -8.29,
  "max_force_ev_per_a": 4.09,
  "smiles": "COC[C@H](C)N.COCCNCCOC.CCO",
  "spin_multiplicity": 1
}